[1]
ORCA calculation (ωB97M-V with the def2-TZVPD basis set) on a molecular structure, C15H14Co2NO8 at a distorted geometry.

Calculated values
highest occupied orbital energy	-11.46	eV
Kohn-Sham gap	6.4161	eV
ΔE to the lowest compared entry with this formula, charge and spin	0.0	kJ/mol
LUMO level	-0.1854	hartree
charge	+1

```
40
Properties=species:S:1:pos:R:3:nbo_charge:R:1
C -2.068 -3.883 3.837 -0.265
O -2.456 -2.703 3.126 -0.505
C -1.515 -2.132 2.345 0.788
C -2.118 -0.945 1.610 -0.145
C -2.932 -0.085 2.571 -0.412
C -2.579 1.365 2.285 -0.417
C -1.451 1.352 1.257 -0.241
N -1.130 -0.073 0.898 -0.479
O -0.367 -2.516 2.268 -0.577
H -2.979 -4.241 4.318 0.212
H -1.690 -4.644 3.147 0.204
H -1.315 -3.664 4.602 0.202
H -2.804 -1.412 0.883 0.249
H -3.988 -0.284 2.376 0.247
H -2.713 -0.331 3.616 0.242
H -3.431 1.915 1.880 0.234
H -2.250 1.861 3.209 0.235
H -1.659 1.986 0.376 0.230
H -0.584 1.787 1.764 0.197
H -1.288 -0.182 -0.104 0.406
O 4.519 3.508 -0.972 -0.440
C 4.017 2.713 -1.640 0.610
Co 3.209 1.586 -2.769 -0.022
C 1.934 2.750 -3.187 0.456
O 1.167 3.532 -3.550 -0.465
C 4.392 1.955 -4.033 0.514
O 5.083 2.251 -4.909 -0.434
C 2.704 0.192 -1.402 -0.452
C 1.431 0.142 -0.846 -0.035
C 0.748 0.473 0.337 -0.163
Co 1.449 -0.295 -2.569 -0.044
C -0.046 0.538 -2.825 0.562
O -1.056 1.090 -2.957 -0.463
C 1.015 -1.949 -2.934 0.597
O 0.734 -3.028 -3.233 -0.425
C 2.297 0.153 -4.168 0.460
O 2.461 -0.060 -5.309 -0.456
H 3.586 -0.291 -0.961 0.248
H 0.613 1.566 0.397 0.267
H 1.061 0.004 1.266 0.281
```

[2]
ORCA calculation (ωB97M-V with the def2-TZVPD basis set) on 3 unconnected molecules or ions with the total composition C15H14F17NO4S2 at a distorted geometry.

Calculated values
highest occupied orbital energy	-9.42	eV
Kohn-Sham gap	9.6461	eV
ΔE to the lowest compared entry with this formula, charge and spin	0.0	kJ/mol
LUMO level	0.0081	hartree
SMILES string	FC(F)C(F)(F)COC(F)(F)C(F)F.FC(F)C(F)(F)COC(F)(F)C(F)F.O=C(CCF)O[C@H](S)N=C=S

```
53
Properties=species:S:1:pos:R:3:nbo_charge:R:1
F -0.868 -3.407 -4.839 -0.320
C -1.133 -4.600 -5.402 0.520
F -2.361 -4.519 -5.963 -0.319
C -1.131 -5.734 -4.372 0.596
F -2.122 -5.550 -3.476 -0.308
F -1.433 -6.864 -5.071 -0.326
C 0.185 -6.035 -3.626 -0.134
O 0.346 -5.526 -2.306 -0.508
C 0.856 -4.272 -2.058 0.850
F 1.334 -3.690 -3.172 -0.317
F 1.905 -4.430 -1.223 -0.319
C -0.161 -3.385 -1.338 0.500
F -1.274 -3.222 -2.072 -0.314
F 0.381 -2.155 -1.133 -0.332
H -0.404 -4.793 -6.194 0.140
H 0.175 -7.114 -3.480 0.232
H 1.059 -5.833 -4.245 0.208
H -0.440 -3.819 -0.376 0.163
F 2.125 5.650 0.466 -0.317
C 1.753 4.622 -0.316 0.519
F 0.594 4.972 -0.924 -0.322
C 1.521 3.341 0.489 0.600
F 0.493 3.507 1.347 -0.312
F 1.130 2.400 -0.420 -0.336
C 2.719 2.727 1.242 -0.136
O 2.837 2.971 2.639 -0.509
C 3.488 4.077 3.142 0.849
F 4.125 4.767 2.179 -0.317
F 4.438 3.624 3.987 -0.319
C 2.545 4.964 3.958 0.503
F 1.523 5.406 3.201 -0.319
F 3.226 6.039 4.412 -0.320
H 2.513 4.463 -1.087 0.142
H 2.552 1.652 1.188 0.237
H 3.659 2.904 0.720 0.209
H 2.140 4.408 4.805 0.151
O -1.142 -0.334 3.561 -0.512
C -1.201 0.442 2.642 0.817
C -1.861 1.782 2.778 -0.583
C -3.217 1.660 3.474 0.074
F -3.797 0.448 3.226 -0.356
O -0.572 0.125 1.435 -0.543
C -1.423 -0.217 0.371 0.125
S -1.915 1.248 -0.627 -0.081
N -2.562 -1.040 0.823 -0.512
C -3.637 -0.914 0.260 0.222
S -5.121 -0.613 -0.071 0.120
H -1.243 2.380 3.434 0.251
H -1.954 2.308 1.844 0.247
H -3.900 2.405 3.091 0.169
H -3.096 1.816 4.535 0.166
H -0.835 -0.838 -0.278 0.228
H -0.748 1.567 -1.190 0.156
```

[3]
ORCA calculation (ωB97M-V with the def2-TZVPD basis set) on a molecular structure, C15H14FN3RuS2.

Calculated values
highest occupied orbital energy (alpha / beta)	-14.76 / -14.98	eV
Kohn-Sham gap (alpha / beta)	6.9631 / 5.5783	eV
ΔE to the lowest compared entry with this formula, charge and spin	19.5	kJ/mol
spin multiplicity	5
LUMO level (alpha / beta)	-0.2866 / -0.3457	hartree
charge	+2

```
36
Properties=species:S:1:pos:R:3:lowdin_spin:R:1
Ru -0.068 -0.243 0.454 2.574
C -2.648 4.150 1.989 0.004
S -3.134 3.450 0.394 -0.001
C -2.270 1.974 0.303 0.038
S -0.698 1.771 1.161 0.380
N -2.710 1.064 -0.494 0.054
N -1.831 0.037 -0.681 0.033
C -2.040 -0.753 -1.670 0.038
C -1.056 -1.807 -1.892 0.012
C -1.173 -2.734 -2.906 0.004
C -0.163 -3.677 -3.072 0.010
C 0.926 -3.653 -2.220 0.008
C 0.978 -2.695 -1.219 0.020
N 0.012 -1.786 -1.050 0.064
H -3.190 5.092 2.044 0.000
H -1.584 4.365 2.040 0.003
H -2.971 3.503 2.800 0.000
H -2.895 -0.604 -2.320 0.001
H -2.037 -2.714 -3.556 0.000
H -0.228 -4.415 -3.861 0.000
H 1.736 -4.361 -2.320 0.001
H 1.820 -2.655 -0.542 0.002
F -0.960 -1.945 5.767 0.061
C -0.252 -1.541 4.741 0.149
C 0.229 -0.227 4.733 0.004
C 0.944 0.202 3.650 0.105
C 1.222 -0.676 2.557 0.105
C 1.882 -0.197 1.382 0.175
C 0.750 -2.023 2.642 0.103
C 0.003 -2.449 3.707 0.016
H 0.031 0.413 5.582 -0.002
H 1.332 1.213 3.620 0.003
H 2.421 -0.919 0.768 0.023
H 2.345 0.783 1.411 0.012
H 1.026 -2.732 1.868 0.005
H -0.362 -3.463 3.789 -0.002
```